26
Properties=species:S:1:pos:R:3:forces:R:3 method="wB97M-V/def2-TZVPD" e_above_lowest_kj_mol=145.5 smiles=CCC(C)(C)NCC#N.O fmax_ha_per_bohr=0.050 gap_ev=10.26 e_homo_ev=-9.70 e_tot_ev=-12545.767 charge=0
C -3.194964 0.767377 0.025451 -0.2 -0.1 0.0
C -1.717637 1.131270 0.129042 0.2 0.2 0.1
C -0.702463 0.055132 -0.311286 -0.1 -0.1 -0.1
C -0.901466 -1.228756 0.499620 -0.1 -0.1 0.1
C -0.852806 -0.245270 -1.811114 -0.1 -0.1 -0.1
N 0.619342 0.636164 0.014091 0.0 0.2 0.1
C 1.795119 -0.063493 -0.464287 0.2 -0.8 -0.1
C 3.019085 0.421036 0.206779 1.3 2.2 0.4
N 3.902141 1.055102 0.634019 -1.7 -1.5 -0.8
H -3.488600 0.510231 -1.001972 0.1 0.1 0.3
H -3.456724 -0.078490 0.676259 0.1 0.2 -0.2
H -3.811509 1.622482 0.336928 0.2 -0.2 -0.1
H -1.532216 2.035768 -0.474213 0.0 -0.2 0.1
H -1.481169 1.399322 1.170471 0.0 -0.1 -0.3
H -1.883957 -1.670906 0.285108 0.3 0.1 0.0
H -0.149530 -1.990684 0.250426 -0.2 0.2 0.1
H -0.843113 -1.020164 1.577236 0.0 0.0 -0.3
H -0.690642 0.663066 -2.410542 0.0 -0.2 0.1
H -0.137967 -1.012662 -2.140324 -0.1 0.2 0.1
H -1.858337 -0.627460 -2.036511 0.3 0.1 0.1
H 0.648421 1.597758 -0.313504 0.0 -0.1 0.1
H 1.714926 -1.137686 -0.241958 -0.1 0.3 -0.1
H 1.973502 0.020768 -1.552808 0.0 0.0 0.3
O 4.594319 -1.249510 2.303566 0.7 1.8 -0.2
H 3.661315 -1.326992 2.527644 0.1 0.3 0.0
H 4.774932 -0.263402 2.121872 -0.7 -2.3 0.4